C20H36Cl26F3IO3 | the ωB97M-V functional and the def2-TZVPD basis

Geometry as XYZ:
```
89
Properties=species:S:1:pos:R:3
H -3.159 -1.101 -0.284
C -6.082 -7.471 -4.813
Cl 7.673 -0.401 -0.363
Cl 12.239 -3.230 -7.011
H 6.814 8.322 -1.739
H -5.081 -7.792 -5.081
C 4.287 2.587 -0.520
Cl 1.543 -3.686 0.634
Cl -1.662 6.754 -2.890
H -1.541 -1.604 5.783
C -0.145 2.870 -0.489
H -6.103 -6.396 -4.669
Cl -3.950 -1.417 -5.570
I 5.626 1.762 -2.048
Cl -9.163 -3.219 7.085
H 5.334 3.575 1.067
C 2.880 1.114 0.612
H 0.225 1.164 1.383
Cl -3.887 -1.766 5.682
H 0.328 3.932 1.227
C 4.101 5.072 0.161
Cl -4.243 7.042 -1.543
C 7.189 7.318 -1.575
C -2.258 -1.796 4.993
H -10.656 1.943 7.454
F -0.421 4.042 -1.063
F -1.296 2.357 -0.079
H -10.219 2.754 5.934
C -3.921 -0.360 -0.067
H -2.081 -2.772 4.557
H 8.483 -6.535 -2.428
C -3.873 -2.303 -4.043
C 7.773 -6.167 -3.160
H 7.028 -2.176 1.026
C 0.953 1.940 1.628
Cl -7.184 -7.889 -6.129
Cl -5.193 -0.473 -1.291
H 0.672 2.279 2.620
Cl -6.547 -8.258 -3.300
H -3.493 0.636 -0.101
C -3.024 5.912 -2.143
H 7.318 -5.248 -2.810
Cl 3.461 -2.796 2.648
C -11.004 2.601 6.666
Cl -4.116 -4.038 -4.285
H 5.648 -1.437 0.184
H 11.191 -4.996 -5.865
O 4.156 1.605 0.511
H -2.897 -2.147 -3.597
C 6.674 -1.776 0.082
H 8.040 7.127 -2.218
H 3.625 5.361 -0.775
Cl -7.947 1.972 4.351
H -3.482 5.266 -2.883
H 10.672 -4.896 -7.562
C 11.518 -4.839 -6.886
Cl -8.909 -0.343 2.852
H 3.744 -2.921 0.310
O 2.417 0.460 -0.241
H 3.357 2.801 -1.037
H -6.735 0.556 2.914
H 5.878 4.057 -0.518
Cl 5.909 6.162 -1.964
Cl 7.702 7.168 0.111
Cl -4.548 -0.654 1.559
H -8.999 -3.314 4.739
C -9.802 -3.114 5.439
H 2.641 -1.611 0.781
H -4.647 -1.930 -3.383
C 0.799 3.128 0.660
Cl 6.735 -3.058 -1.140
Cl 12.675 -6.105 -7.314
C -7.520 0.407 3.647
C 2.928 -2.640 0.967
Cl -11.434 4.163 7.375
H -10.195 -2.116 5.279
Cl -2.063 -0.569 3.735
H 4.719 5.895 0.513
Cl -12.388 1.848 5.865
C 4.998 3.827 0.062
H -7.171 -0.248 4.437
H -2.654 5.323 -1.311
F 0.359 2.110 -1.430
H 1.733 3.536 0.292
Cl 8.633 -5.834 -4.669
O 2.282 1.416 1.765
Cl 6.508 -7.378 -3.387
Cl -11.097 -4.285 5.168
H 3.320 4.944 0.916
```

For the HOMO energy, the calculation gives -9.59 eV. As for the frontier orbital gap: 9.42 eV.